1.
{"formula": "C25H41BF6O2PPd", "method": "ωB97M-V/def2-TZVPD", "spin_multiplicity": 1, "e_homo_ev": [-11.2, -11.2], "lumo_ev": [-6.4, -6.4], "charge": 1, "gap_ev": [4.746, 4.750], "species": ["Pd", "O", "H", "H", "F", "C", "F", "H", "O", "P", "C", "C", "C", "C", "C", "C", "C", "C", "C", "C", "C", "C", "C", "C", "C", "C", "C", "C", "H", "H", "H", "H", "H", "H", "H", "H", "H", "H", "H", "H", "H", "H", "H", "H", "H", "H", "H", "H", "H", "H", "H", "H", "H", "H", "H", "H", "H", "H", "H", "H", "H", "C", "C", "C", "C", "C", "C", "H", "H", "H", "H", "H", "F", "B", "F", "F", "F"], "positions_angstrom": [[1.748567, -0.651102, 0.964255], [1.542774, 0.438201, 3.194164], [1.505636, -0.152756, 3.952761], [2.197830, 1.113432, 3.407141], [-0.541162, -3.976362, 1.194470], [0.230863, -3.631124, 2.091821], [0.317998, -2.425337, 2.309511], [0.509326, -4.360012, 2.859780], [-0.149251, 0.398781, 0.636307], [-1.143416, 0.563557, -0.509057], [-2.861155, 0.179958, 0.062629], [-3.782218, 1.366804, 0.434593], [-3.982018, 1.519531, 1.953501], [-2.719852, 1.181608, 2.743525], [-2.323703, -0.289915, 2.545585], [-2.830982, -0.854410, 1.205017], [-0.655830, -0.572629, -1.868096], [-0.672826, -2.059346, -1.467721], [-1.999940, -2.782757, -1.717695], [-2.465796, -2.572342, -3.156282], [-2.643536, -1.082880, -3.429212], [-1.322552, -0.336048, -3.237569], [-1.031287, 2.269571, -1.188930], [0.271428, 2.485692, -1.977572], [1.523029, 2.433341, -1.095386], [1.330985, 3.189744, 0.237042], [0.133631, 4.132112, 0.159049], [-1.162657, 3.343992, -0.072622], [-3.277650, -0.307347, -0.819870], [-4.759985, 1.198889, -0.019771], [-3.402918, 2.295467, 0.011897], [-4.780004, 0.849621, 2.284913], [-4.302372, 2.537918, 2.173889], [-2.878312, 1.387465, 3.802480], [-1.896241, 1.817680, 2.418662], [-2.730450, -0.900499, 3.357730], [-1.238522, -0.360854, 2.586560], [-3.852879, -1.221493, 1.329848], [-2.221514, -1.713356, 0.914431], [0.401547, -0.292542, -1.949414], [-0.367112, -2.153192, -0.423613], [0.093993, -2.567977, -2.055119], [-2.778558, -2.429638, -1.035877], [-1.854907, -3.849249, -1.525709], [-3.404813, -3.101327, -3.325041], [-1.720769, -2.979774, -3.846736], [-3.412661, -0.674899, -2.767556], [-2.990599, -0.926442, -4.451543], [-1.485221, 0.729992, -3.406517], [-0.625006, -0.682240, -4.005878], [-1.876371, 2.345699, -1.881506], [0.203052, 3.470995, -2.442259], [0.365389, 1.766217, -2.791800], [2.357343, 2.858739, -1.655204], [1.772222, 1.394976, -0.876786], [2.232993, 3.750268, 0.486509], [1.155404, 2.471800, 1.041686], [0.287841, 4.863752, -0.637649], [0.033794, 4.692722, 1.089723], [-1.963946, 4.042568, -0.320036], [-1.427477, 2.869648, 0.870313], [6.353208, -0.584214, 0.401579], [5.540929, -0.267625, -0.676554], [4.194620, 0.016000, -0.477251], [3.685498, -0.021571, 0.801830], [4.482024, -0.312276, 1.889804], [5.824535, -0.608783, 1.682216], [7.398772, -0.813380, 0.243665], [5.942042, -0.244674, -1.681139], [3.571108, 0.233309, -1.334622], [4.089258, -0.343657, 2.898601], [6.449119, -0.858580, 2.529872], [2.312101, -2.252618, -0.631360], [2.802626, -3.309958, 0.245349], [1.904266, -4.379474, 0.199049], [2.670737, -2.722751, 1.570256], [4.099947, -3.582616, -0.023043]], "forces_ev_per_a": [[1.70, 2.36, -0.37], [-0.11, -0.05, -0.09], [0.11, 0.12, 0.12], [-0.01, -0.01, 0.01], [0.04, -0.20, -0.55], [-0.76, -0.77, 0.64], [-0.04, 0.53, 0.20], [0.76, 0.03, -0.42], [-0.50, -0.17, -0.11], [0.32, 0.22, 0.20], [0.27, 0.03, -0.14], [-0.01, -0.01, 0.14], [0.17, -0.05, -0.01], [-0.08, -0.08, -0.05], [-0.08, 0.00, -0.02], [0.17, 0.07, 0.08], [-0.19, 0.07, 0.10], [-0.19, -0.04, -0.10], [0.16, 0.06, -0.10], [-0.14, 0.10, 0.18], [0.20, -0.08, -0.07], [-0.16, 0.03, 0.09], [-0.17, -0.30, 0.03], [0.07, -0.11, 0.02], [-0.12, 0.15, 0.13], [0.00, 0.07, -0.10], [0.01, -0.16, 0.03], [0.17, 0.09, 0.01], [-0.09, 0.00, 0.03], [0.03, 0.01, -0.08], [-0.07, -0.01, 0.01], [-0.07, 0.08, -0.01], [-0.07, -0.02, 0.00], [0.04, 0.03, 0.00], [0.03, 0.01, 0.04], [-0.06, 0.01, -0.04], [0.03, 0.01, 0.04], [0.01, -0.03, -0.05], [-0.06, -0.06, -0.01], [0.01, 0.03, -0.02], [0.09, 0.01, -0.01], [0.08, 0.02, 0.05], [-0.01, -0.06, -0.01], [-0.05, 0.01, 0.04], [0.04, -0.04, -0.06], [-0.04, -0.04, -0.01], [-0.06, -0.02, -0.06], [-0.03, 0.04, 0.02], [0.10, -0.02, -0.08], [0.01, 0.05, 0.00], [0.00, 0.09, 0.00], [-0.04, -0.02, -0.05], [-0.02, 0.07, -0.05], [0.02, -0.05, -0.02], [0.06, -0.03, -0.06], [0.01, -0.04, 0.01], [0.00, 0.01, 0.01], [-0.03, 0.02, 0.02], [0.00, 0.05, -0.03], [-0.06, -0.08, 0.00], [-0.03, 0.06, 0.03], [0.03, -0.03, -0.05], [0.08, 0.26, 0.13], [-0.18, 0.17, -0.33], [-1.06, -1.53, 0.12], [0.01, 0.07, 0.35], [0.06, 0.32, 0.01], [-0.03, -0.05, -0.01], [0.00, -0.01, 0.01], [-0.08, -0.13, 0.01], [-0.09, -0.16, -0.06], [0.00, 0.02, 0.00], [0.11, -0.83, 0.20], [0.44, 1.08, -0.59], [-0.26, -0.07, 0.37], [-0.09, -0.81, 0.33], [-0.31, -0.31, 0.04]]}


2.
{"formula": "C25H41BrN2P2Pd", "method": "ωB97M-V/def2-TZVPD", "spin_multiplicity": 1, "e_homo_ev": -6.4, "lumo_ev": -0.6, "gap_ev": 5.835, "species": ["C", "C", "C", "C", "N", "C", "C", "C", "C", "C", "C", "C", "C", "C", "Pd", "P", "H", "H", "H", "H", "H", "H", "H", "H", "C", "C", "H", "H", "H", "H", "H", "C", "C", "H", "H", "H", "H", "H", "C", "C", "H", "H", "H", "H", "H", "Br", "P", "C", "C", "H", "H", "H", "H", "H", "C", "C", "H", "H", "H", "H", "H", "C", "C", "H", "H", "H", "H", "H", "N", "H", "H", "H"], "positions_angstrom": [[3.578329, 5.127655, -0.420100], [2.295933, 4.799575, -0.888624], [2.160510, 4.410348, -2.238457], [3.308048, 4.302678, -3.022694], [4.510409, 4.565618, -2.533400], [4.661715, 5.007201, -1.295040], [1.122614, 4.835070, -0.085264], [0.071083, 4.583348, 0.485204], [-0.842042, 3.829749, 1.304113], [-0.543972, 3.662091, 2.682366], [-0.853732, 2.435329, 3.300692], [-1.380065, 1.445643, 2.498476], [-2.033802, 1.712108, 1.299173], [-1.835932, 2.981298, 0.721622], [-0.966864, -0.480122, 3.044488], [0.745945, -0.504563, 1.545495], [1.187526, 4.152266, -2.644379], [3.732774, 5.488240, 0.593181], [3.242117, 3.949425, -4.051133], [5.669933, 5.254982, -0.952240], [-2.341918, 3.244972, -0.212382], [0.056057, 4.376218, 3.242902], [-2.615146, 0.918914, 0.825346], [-0.640589, 2.198875, 4.339968], [1.544300, -2.137345, 1.307267], [2.629176, -2.192691, 0.231103], [0.708570, -2.835222, 1.115730], [1.944338, -2.435699, 2.289532], [3.107222, -3.180308, 0.270416], [2.196422, -2.064956, -0.774451], [3.422873, -1.446087, 0.402979], [0.348458, 0.115934, -0.132264], [1.535797, 0.747261, -0.840041], [-0.462931, 0.842555, -0.006393], [-0.112588, -0.727784, -0.676042], [1.261203, 0.974031, -1.877033], [1.820453, 1.690858, -0.356373], [2.395917, 0.068704, -0.871793], [1.799719, 0.730536, 2.355380], [3.300998, 0.494666, 2.194758], [1.498753, 0.715448, 3.416254], [1.497737, 1.714377, 1.969057], [3.834028, 1.264754, 2.770152], [3.594407, -0.494160, 2.586036], [3.616208, 0.603258, 1.143633], [-1.661167, -2.893433, 2.382119], [-2.242266, -2.633598, -1.032852], [-0.978662, -3.068499, -2.259447], [-1.279546, -4.337434, -3.030069], [-0.044766, -3.198846, -1.680093], [-0.821774, -2.206998, -2.926321], [-0.433764, -4.544367, -3.691419], [-1.394626, -5.194646, -2.361864], [-2.180236, -4.237778, -3.642851], [-3.500428, -3.920192, -0.682994], [-4.850088, -3.756225, -1.365223], [-3.628231, -3.843794, 0.412038], [-3.045909, -4.903999, -0.872301], [-5.506150, -4.556635, -1.012549], [-5.350132, -2.817657, -1.102494], [-4.793668, -3.819735, -2.456057], [-3.129179, -1.158189, -1.611552], [-3.482235, -1.186642, -3.089793], [-2.491615, -0.283904, -1.383205], [-4.035826, -1.059022, -0.991965], [-3.958315, -0.232677, -3.339585], [-2.603747, -1.288261, -3.728636], [-4.190708, -1.980868, -3.332753], [0.345196, -1.737213, 4.520557], [-0.374351, -2.143908, 5.132220], [1.056872, -1.256302, 5.103952], [0.805363, -2.484212, 3.985933]], "forces_ev_per_a": [[0.01, 0.08, -0.18], [0.32, 0.34, -0.73], [0.41, -0.11, 0.09], [-0.64, -0.10, 0.83], [1.03, 0.17, -0.75], [-0.85, -0.16, 0.51], [-1.50, -0.36, 0.70], [1.05, 0.06, -0.20], [-0.72, -0.08, 0.47], [0.03, -0.72, 0.00], [-0.15, 1.15, -0.85], [-0.02, -2.16, 0.42], [0.13, 1.46, 0.14], [0.49, -0.39, 0.19], [-0.50, 0.13, -1.15], [-2.00, 0.73, 0.21], [0.09, 0.12, 0.11], [-0.12, -0.12, -0.13], [0.10, 0.14, 0.16], [-0.26, -0.12, -0.22], [0.54, -0.08, 0.14], [-0.02, 0.06, -0.40], [0.12, 0.37, -0.06], [0.39, 0.33, -0.17], [-0.12, 0.02, 0.49], [0.22, -0.15, -0.04], [0.30, 0.38, -0.03], [0.03, 0.07, -0.30], [-0.13, 0.18, -0.10], [0.24, -0.02, 0.39], [-0.38, -0.34, -0.22], [-0.27, -0.33, 0.24], [0.10, 0.06, -0.40], [0.38, -0.18, -0.03], [0.33, 0.14, 0.17], [0.10, 0.06, 0.15], [0.04, -0.21, -0.14], [-0.14, 0.37, -0.03], [0.77, -0.10, 0.03], [0.29, 0.46, 0.13], [0.25, 0.02, -0.43], [0.02, -0.25, 0.05], [0.03, -0.28, -0.12], [-0.02, 0.38, -0.25], [-0.07, -0.17, 0.45], [-0.30, -0.67, 0.56], [0.89, 0.99, 2.51], [-0.01, -0.28, -0.34], [0.47, -0.10, -0.58], [-0.33, 0.05, -0.33], [-0.03, -0.24, 0.08], [-0.13, -0.25, -0.11], [-0.04, 0.10, -0.08], [0.06, -0.04, 0.11], [0.06, 0.11, -0.17], [-0.38, -0.50, 0.00], [0.10, -0.11, -0.41], [-0.23, 0.21, 0.02], [-0.13, 0.03, -0.14], [0.22, -0.09, -0.05], [0.02, -0.05, 0.16], [-0.11, -0.08, -0.53], [-0.54, 0.78, -0.15], [-0.26, -0.32, -0.09], [0.34, 0.01, -0.15], [-0.02, -0.07, -0.31], [-0.01, -0.05, 0.05], [0.15, 0.06, 0.03], [0.91, -0.01, 1.12], [0.62, -0.05, -0.42], [-0.67, -0.58, -0.42], [-0.57, 0.27, 0.52]]}


3.
{"formula": "C25H41BrN2P2V", "method": "ωB97M-V/def2-TZVPD", "spin_multiplicity": 4, "e_homo_ev": [-13.2, -13.2], "lumo_ev": [-7.4, -7.9], "charge": 2, "s_squared": 3.786, "gap_ev": [5.866, 5.344], "species": ["C", "C", "C", "C", "N", "C", "C", "C", "C", "C", "C", "C", "C", "C", "V", "P", "H", "H", "H", "H", "H", "H", "H", "H", "C", "C", "H", "H", "H", "H", "H", "C", "C", "H", "H", "H", "H", "H", "C", "C", "H", "H", "H", "H", "H", "Br", "P", "C", "C", "H", "H", "H", "H", "H", "C", "C", "H", "H", "H", "H", "H", "C", "C", "H", "H", "H", "H", "H", "N", "H", "H", "H"], "positions_angstrom": [[-0.623212, 7.078761, -3.205141], [-0.764101, 5.731340, -3.604281], [-1.110454, 5.487382, -4.951940], [-1.275371, 6.580163, -5.835752], [-1.109050, 7.845159, -5.425137], [-0.804652, 8.106695, -4.149089], [-0.591528, 4.630582, -2.667219], [-0.555725, 3.726301, -1.844007], [-0.791532, 2.791258, -0.786964], [0.167080, 2.591996, 0.217079], [-0.206438, 1.927161, 1.446678], [-1.597416, 1.433391, 1.523246], [-2.518947, 1.645562, 0.504243], [-2.072206, 2.169744, -0.714875], [-0.328981, -0.219090, 1.557288], [1.981409, -1.170683, 1.807841], [-1.251702, 4.464480, -5.320313], [-0.374664, 7.321782, -2.173770], [-1.545125, 6.405038, -6.893187], [-0.697084, 9.160508, -3.857584], [-2.747805, 2.207443, -1.576624], [1.162110, 3.055808, 0.122457], [-3.577060, 1.377651, 0.647990], [0.364543, 2.131519, 2.375098], [2.202962, -2.745618, 2.823758], [3.169031, -3.767088, 2.226873], [1.205126, -3.196310, 2.965459], [2.538289, -2.449345, 3.834247], [3.208654, -4.664088, 2.864144], [2.830205, -4.096548, 1.235153], [4.198571, -3.387049, 2.132613], [2.326454, -1.329770, 0.008220], [3.064472, -0.170079, -0.685289], [1.315131, -1.354996, -0.445433], [2.797211, -2.313607, -0.192729], [2.960760, -0.312573, -1.769682], [2.609422, 0.805513, -0.440959], [4.139757, -0.126110, -0.461409], [3.397235, -0.192378, 2.427460], [4.773169, -0.820623, 2.233117], [3.236083, 0.019356, 3.493398], [3.323383, 0.768041, 1.902249], [5.542308, -0.058957, 2.403175], [4.973815, -1.627485, 2.947343], [4.938686, -1.203145, 1.219278], [-2.797292, 0.211986, 2.915872], [-2.171217, -3.007429, -0.425479], [-0.374768, -3.279067, -0.208796], [0.045048, -4.639902, -0.788015], [-0.162400, -3.199685, 0.877250], [0.148932, -2.467901, -0.740619], [1.121938, -4.650745, -1.022323], [-0.143747, -5.463455, -0.076394], [-0.498357, -4.838499, -1.730289], [-2.862724, -3.035137, 1.236033], [-4.296841, -3.544983, 1.378089], [-2.759100, -2.001957, 1.593861], [-2.175260, -3.661538, 1.811239], [-4.572302, -3.487111, 2.435120], [-5.025589, -2.936859, 0.837591], [-4.454850, -4.585502, 1.073188], [-2.301195, -1.268229, -0.997155], [-2.692998, -1.264883, -2.487431], [-1.331405, -0.751768, -0.833192], [-3.058872, -0.774948, -0.364347], [-2.966028, -0.249045, -2.809345], [-1.850944, -1.597346, -3.117430], [-3.563939, -1.921629, -2.659388], [0.175421, -0.420637, 3.718770], [1.155067, -0.489492, 4.046105], [-0.248593, -1.282682, 4.111350], [-0.220829, 0.351348, 4.308695]], "forces_ev_per_a": [[0.04, -0.07, -0.11], [0.01, 0.40, -0.61], [-0.05, 0.18, -0.21], [0.26, -0.33, 1.04], [-0.13, -0.07, -0.18], [-0.02, -1.03, 0.07], [-0.31, -0.53, 0.72], [-0.04, 0.86, -1.13], [0.01, -0.19, -0.53], [-0.76, -0.24, 1.35], [-1.21, 1.21, 0.13], [-0.65, 1.21, 0.23], [0.02, -0.02, -1.20], [0.02, 0.57, 0.82], [0.24, -3.06, 1.52], [1.30, -0.13, -0.92], [0.10, 0.46, 0.20], [-0.03, -0.05, -0.23], [0.21, 0.22, 0.73], [-0.05, -0.53, -0.19], [0.25, 0.24, 0.45], [-0.64, -0.22, 0.21], [0.75, -0.03, -0.32], [-0.16, -0.40, -0.74], [-0.59, 0.07, -0.25], [0.23, -0.38, -0.20], [0.34, 0.02, -0.12], [-0.06, 0.16, -0.42], [-0.05, 0.33, -0.17], [0.10, 0.06, 0.24], [-0.53, -0.14, 0.01], [0.12, -0.74, -0.46], [0.11, 0.06, 0.03], [0.82, -0.10, 0.17], [-0.18, 0.54, -0.15], [0.07, 0.09, 0.30], [0.19, -0.31, -0.05], [-0.43, 0.01, 0.00], [-0.37, 0.56, 0.06], [0.53, -0.04, 0.03], [0.03, 0.05, -0.14], [0.17, -0.06, 0.15], [-0.16, -0.10, 0.01], [-0.14, 0.21, -0.17], [-0.14, 0.01, 0.25], [1.92, 1.52, -0.75], [-0.80, -1.40, -1.73], [0.00, 0.28, 0.12], [0.41, -0.24, 0.02], [0.38, -0.02, -0.21], [-0.39, -0.56, 0.12], [-0.30, -0.04, 0.13], [-0.07, 0.35, -0.40], [0.23, 0.06, 0.54], [0.32, 0.26, 0.51], [-0.28, 0.15, 0.40], [-0.26, -0.35, 0.41], [-0.11, -0.03, 0.21], [-0.07, -0.04, -0.07], [0.16, 0.03, -0.10], [0.38, 0.24, -0.11], [-0.20, -0.05, 0.35], [0.07, 0.56, -0.04], [-0.03, 0.25, -0.11], [0.15, -0.08, -0.37], [0.09, -0.25, -0.02], [-0.41, -0.01, 0.24], [0.49, 0.25, 0.12], [-0.54, 0.52, 1.76], [-0.59, 0.20, -0.38], [0.04, 0.58, -0.27], [0.22, -0.85, -0.57]]}